# 1
This record from OMol25 describes a molecular structure, C31H34AlF40I2NO9P at a distorted geometry. The level of theory is ωB97M-V/def2-TZVPD.

```
119
Properties=species:S:1:pos:R:3:forces:R:3:mulliken_charge:R:1
C -7.89107 -0.05333 1.06973 0.1823 0.0343 0.5036 -1.3334
C -6.82094 0.41168 0.09162 -0.6380 0.1617 -0.5130 -0.1474
I -4.89241 -0.15618 0.89927 0.0684 0.1701 0.0016 -0.0968
C -6.98494 -0.10966 -1.36364 0.2891 -0.2555 0.5611 0.5508
I -7.10911 1.58032 -2.71815 0.0007 0.0610 0.0310 -0.1505
Al -8.44078 -1.50451 -1.77289 -0.3131 0.2753 -0.4379 0.1239
C -9.91057 -0.80200 -2.99978 -0.1596 0.0057 0.0279 -0.7440
C -11.37867 -1.07424 -2.58144 -0.3452 -0.0016 -0.1558 -0.5469
C -11.55990 -2.45377 -2.01138 0.1217 -1.8671 -0.8420 0.4602
O -11.40971 -3.50525 -2.65613 -0.1836 2.2333 1.5642 -0.6131
O -11.91454 -2.45451 -0.69146 0.4594 -0.3684 -0.5833 -0.4535
P -7.23292 -3.26167 -2.85659 0.3101 -0.2320 1.0452 0.6759
N -6.44481 -4.08163 -1.77509 -0.2455 -0.0887 -0.2214 -0.8452
O -8.22215 -4.24410 -3.69914 -0.1054 0.4168 -0.5096 -0.4890
O -6.19709 -2.71549 -4.02364 -0.0224 0.1992 -0.3400 -0.4357
H -7.79216 0.50835 2.00806 -0.0377 -0.0647 -0.1486 0.3839
H -7.79851 -1.11507 1.31865 -0.1384 0.1591 -0.2451 0.3736
H -8.88893 0.13646 0.65759 0.1372 -0.0738 -0.0064 0.2886
H -6.83359 1.50468 0.09115 0.3490 -0.1870 0.0895 0.3164
H -6.03469 -0.55139 -1.67055 -0.2288 0.1007 -0.0294 -0.4403
H -9.11053 -2.18469 -0.49915 0.0332 -0.0704 0.0904 -0.3809
H -9.82598 0.28476 -3.12016 0.0747 -0.1317 -0.0437 0.3915
H -9.78916 -1.21591 -4.01127 0.1398 0.0465 0.1278 0.3571
H -11.74156 -0.33111 -1.86320 0.1685 -0.1983 0.0032 0.2468
H -12.04258 -1.02266 -3.45846 0.1009 0.0127 0.1667 0.3406
H -11.68126 -3.33600 -0.34427 -0.2494 0.2277 -0.2127 0.3437
H -6.71520 -5.06000 -1.72862 0.2347 0.0673 0.0682 0.2032
H -8.95932 -3.72951 -4.06993 0.1034 -0.2866 0.1480 0.3267
H -5.60451 -2.06194 -3.62230 -0.1656 -0.1780 -0.0653 0.2181
C -1.85022 0.15503 -2.87596 0.1630 -0.3504 0.2750 -0.6818
C -3.17896 0.44858 -3.58717 0.2725 0.1772 0.0340 0.8655
C -3.38380 -0.11348 -4.99801 -0.1281 -0.1868 0.0114 -0.0207
F -2.46613 0.38051 -5.85995 0.1266 0.0587 0.0260 -0.2700
F -4.60676 0.24055 -5.43858 0.0422 0.0456 0.0147 -0.2353
F -3.41714 1.77059 -3.57181 -0.0961 0.0699 -0.0346 -0.2316
F -4.12183 -0.17873 -2.82912 -0.0580 -0.0760 -0.0513 -0.1155
O -0.86300 1.18269 -2.89534 -0.1489 0.3448 -0.3854 -0.3688
C 0.04947 1.34338 -3.88743 -0.0487 -0.2387 0.2256 0.9098
C -0.09874 2.67208 -4.64542 0.0870 0.0105 -0.0070 0.1455
F -1.30481 2.76971 -5.22051 -0.0747 -0.0366 -0.0404 -0.2167
F 0.84494 2.70583 -5.62231 -0.0388 0.0525 0.0706 -0.2858
F 0.10833 0.29833 -4.73326 -0.1021 0.0578 0.0598 -0.3073
F 1.27869 1.42642 -3.28351 0.0691 -0.0591 -0.0339 -0.3433
H -2.11650 0.07465 -1.82305 -0.0195 0.0472 -0.0027 0.3908
H -1.43754 -0.80987 -3.16733 -0.0174 0.0652 -0.2143 0.2792
H -3.31481 -1.20478 -4.98377 0.0166 -0.0082 -0.0129 0.3461
H 0.05410 3.50884 -3.96106 -0.0120 -0.0124 -0.0049 0.2430
C -5.45952 6.62014 1.11166 -0.5368 0.2110 0.2023 -0.7416
C -4.43652 6.63924 -0.02955 0.2468 -0.0150 0.2855 0.9404
C -4.44502 5.50477 -1.05779 -0.0468 0.1001 -0.0870 0.1190
F -4.18362 4.32145 -0.48363 0.0221 -0.0437 0.1224 -0.2103
F -3.46423 5.78079 -1.94931 0.0444 -0.1266 -0.1331 -0.2797
F -3.19053 6.79177 0.47169 -0.0730 -0.0460 -0.0176 -0.2770
F -4.72545 7.76518 -0.75421 -0.0758 0.0157 -0.0304 -0.3382
O -5.04312 6.13645 2.37659 0.5671 -0.2924 -0.2058 -0.4059
C -5.13512 4.81410 2.73600 -0.2625 0.2481 -0.0407 0.7727
C -3.77083 4.16462 3.02450 -0.0942 -0.0023 0.0037 0.1796
F -2.95248 4.25621 1.95888 -0.0904 -0.0396 -0.0338 -0.1903
F -4.00708 2.86387 3.29607 0.2128 0.0310 0.0217 -0.2119
F -5.83631 4.08876 1.84985 0.0926 0.1010 -0.0592 -0.2223
F -5.80983 4.77708 3.91323 -0.0553 -0.0222 -0.0294 -0.3192
H -5.66285 7.67471 1.29350 0.0007 -0.0119 0.0282 0.3745
H -6.39999 6.16835 0.79512 0.1066 -0.1687 -0.0972 0.3389
H -5.40179 5.45579 -1.58463 0.0050 -0.0317 0.0235 0.2598
H -3.29111 4.64490 3.88004 -0.0615 -0.0111 0.0177 0.2122
C 4.16068 -2.12341 -1.64303 0.4698 0.1924 -0.2960 -0.8232
C 2.70618 -2.48275 -1.97746 -0.0043 -0.2540 0.2574 0.8676
C 1.63398 -1.42195 -1.71859 -0.0555 0.0497 -0.1505 0.4312
F 1.56816 -1.10632 -0.41074 0.0744 -0.0426 0.0971 -0.2547
F 0.43676 -1.93100 -2.09345 0.0169 0.0097 0.0392 -0.2534
F 2.37058 -3.64610 -1.38304 0.0062 0.0780 -0.0013 -0.2810
F 2.68291 -2.68295 -3.32787 0.0359 0.0511 -0.0297 -0.3223
O 4.69508 -2.58324 -0.40910 -0.4377 -0.1686 0.2869 -0.3790
C 4.58897 -1.89308 0.76212 0.0943 0.0532 -0.3024 0.8192
C 3.79963 -2.66579 1.83030 0.0646 -0.1230 0.0701 0.1764
F 2.55765 -2.93522 1.40483 -0.0252 0.1320 0.0148 -0.2120
F 3.73508 -1.89705 2.94539 -0.0799 -0.1295 -0.0793 -0.2095
F 4.12139 -0.64360 0.59405 -0.0632 -0.1089 -0.0475 -0.2804
F 5.85223 -1.76704 1.26811 0.1096 0.0493 -0.0211 -0.3180
H 4.74675 -2.65851 -2.38842 -0.0018 -0.0130 0.0190 0.4611
H 4.35107 -1.06063 -1.79570 -0.1661 0.0453 0.1179 0.3253
H 1.83276 -0.52123 -2.30196 0.0141 -0.0112 0.0278 0.0103
H 4.31242 -3.60003 2.06962 0.0253 0.0180 -0.0411 0.2224
C 5.90176 0.37644 3.82110 0.0757 -0.5807 -0.0875 -0.6231
C 4.91017 1.48609 3.43928 0.1490 0.1084 0.2698 0.9251
C 5.25334 2.37070 2.23687 -0.1115 -0.0443 -0.0936 0.2992
F 6.39790 3.05548 2.43874 0.0828 -0.0083 0.0838 -0.2626
F 4.25454 3.26225 2.05787 0.0282 0.0229 0.0031 -0.2741
F 4.63286 2.25189 4.51648 0.0112 -0.0017 -0.0727 -0.2963
F 3.76695 0.84209 3.07074 -0.0040 0.0862 0.0504 -0.2664
O 6.81628 0.61910 4.88061 -0.0938 0.6300 0.0358 -0.4110
C 8.04062 1.19338 4.69863 -0.1014 -0.2706 -0.0506 0.7922
C 8.17523 2.52208 5.45784 0.0322 -0.0050 0.0632 0.1492
F 7.23094 3.39690 5.07017 0.0046 -0.0010 -0.0875 -0.2266
F 9.39235 3.05087 5.18500 -0.0450 0.0068 0.0254 -0.2609
F 8.36997 1.33268 3.40047 -0.1083 0.0163 0.0525 -0.2810
F 8.96164 0.36398 5.25703 0.0479 -0.0444 -0.0980 -0.3085
H 5.26946 -0.42020 4.20740 0.0098 0.0048 0.0078 0.3509
H 6.40530 -0.02348 2.94107 0.0243 0.1842 -0.0496 0.3628
H 5.34779 1.76094 1.33459 0.0287 -0.0053 0.0074 0.0909
H 8.08744 2.34399 6.53129 0.0022 -0.0040 -0.0118 0.2418
C 10.95489 -2.50861 2.71850 0.3733 0.4671 -0.0674 -0.8270
C 10.58876 -3.58544 3.75032 -0.3349 0.0127 -0.1293 0.9735
C 11.18841 -4.98499 3.57705 0.0867 0.0131 0.1294 0.0320
F 10.79635 -5.54893 2.41929 -0.0585 0.0387 -0.0920 -0.2183
F 10.75856 -5.76342 4.59512 -0.0028 -0.0245 -0.0246 -0.2654
F 9.24939 -3.67094 3.88130 0.0589 -0.0169 -0.0208 -0.2483
F 11.09568 -3.14174 4.93983 0.0687 0.0181 -0.0117 -0.3436
O 10.03657 -2.23715 1.67574 -0.3629 -0.4580 0.0960 -0.2953
C 10.02351 -2.90927 0.48266 0.1745 0.1995 0.1023 0.7257
C 8.70146 -3.65790 0.26693 -0.1832 0.0370 -0.0534 0.6280
F 8.47618 -4.53332 1.26548 0.0907 -0.0422 0.0028 -0.2218
F 8.77232 -4.34221 -0.89859 0.0170 0.0172 0.0530 -0.2933
F 11.08625 -3.72183 0.33039 -0.0681 0.0235 0.1119 -0.3047
F 10.08267 -1.97849 -0.50028 0.1008 -0.0300 -0.0199 -0.3078
H 10.96662 -1.58451 3.29526 -0.0195 -0.0019 -0.0013 0.4460
H 11.96670 -2.65480 2.33783 -0.0418 -0.1995 -0.0278 0.3152
H 12.28021 -4.93768 3.60827 -0.0010 0.0011 -0.0313 0.2817
H 7.87642 -2.94422 0.22138 0.0170 -0.0021 0.0000 -0.0867
```
Forces are in eV/Å.

Values from the calculation:
**Total charge**: -1
**Strongest force on any atom**: 0.0531 hartree/bohr
**Energy**: -193407.125 eV
**E_LUMO**: 1.31 eV
**HOMO level**: -4.614 eV
**Frontier orbital gap**: 5.92 eV

# 2
This record from OMol25 describes a single C6H12O molecule. The level of theory is ωB97M-V/def2-TZVPD.

```
19
Properties=species:S:1:pos:R:3:forces:R:3:mulliken_charge:R:1
C -1.07208 0.68442 1.05743 0.0085 0.0617 0.0469 -1.8110
C -0.91895 -0.05721 -0.28100 0.0271 0.0340 -0.0357 0.9472
C -1.32146 -1.52860 -0.12983 -0.0006 -0.0474 -0.0117 -1.4366
C 0.45208 0.04166 -0.95229 -0.1045 -0.0834 -0.0234 -0.4190
C 1.32342 1.27677 -0.84528 0.0303 0.1869 0.0162 -0.6614
C 1.77748 -0.02144 -0.24667 0.0782 -0.0959 -0.2930 -0.1406
O 1.91209 -0.21623 1.13112 -0.1598 0.1597 0.1594 -0.5359
H -0.47902 1.60561 1.09996 -0.1600 -0.1366 0.0029 0.4236
H -2.11165 0.98762 1.21408 0.0965 -0.1233 -0.0128 0.3935
H -0.79254 0.04976 1.90765 0.0002 0.0758 -0.1373 0.3615
H -1.61933 0.41272 -0.98635 0.0980 -0.0591 0.0811 0.2528
H -2.37369 -1.63138 0.16107 0.1646 0.0515 -0.0090 0.3809
H -0.70625 -2.01690 0.63523 -0.0561 0.0782 -0.1182 0.3124
H -1.17939 -2.07315 -1.07025 -0.0418 0.0844 0.1225 0.3757
H 0.44516 -0.43747 -1.93219 0.0265 0.0899 0.1558 0.4145
H 1.81379 1.67574 -1.72903 -0.0396 -0.1313 0.1304 0.2557
H 0.99365 2.04686 -0.15019 0.1044 -0.1415 -0.1176 0.1717
H 2.58465 -0.54586 -0.75142 -0.1768 0.0760 0.0429 0.3668
H 1.28419 0.35606 1.58619 0.1050 -0.0795 0.0005 0.3482
```
Forces are in eV/Å.

Values from the calculation:
**Energy above the lowest of the compared OMol25 structures with the same formula, charge and spin**: 31.0 kcal/mol
**Strongest force on any atom**: 0.0062 hartree/bohr
**Energy**: -8463.009 eV
**E_LUMO**: 1.02 eV
**HOMO level**: -9.249 eV
**Frontier orbital gap**: 10.27 eV